A structure of composition C3H7NO2, computed with wB97M-V/def2-TZVPD.

Last column: Löwdin charge in e.
Element x y z (Å)
C -0.90337 -1.24349 0.49239  0.078
C 0.09673 1.55116 -0.63629  0.005
C 0.09078 0.04754 -0.80318  -0.584
O -0.65426 -0.50797 -1.66894  -0.043
O 1.44763 0.00811 1.06882  -0.041
N 0.81120 -0.71771 0.04349  -0.003
H 2.19917 -0.54877 1.31321  0.109
H -0.98791 -2.13688 -0.11507  0.074
H -1.85662 -0.73021 0.61842  0.091
H -0.60105 -1.48661 1.51012  0.060
H 1.08817 1.92478 -0.88996  0.086
H -0.11024 1.84811 0.38791  0.081
H -0.62023 1.99195 -1.32092  0.085

Summary:
Gap between HOMO and LUMO = 10.229 eV
HOMO = -0.35072 Eh
Lowest unoccupied orbital energy = 0.686 eV

=====

A structure of composition C3H7NO2, computed with wB97M-V/def2-TZVPD.

Last column: Löwdin charge in e.
Element x y z (Å)
C -0.32318 -0.57494 -1.56804  -0.175
C -0.34919 0.69682 0.37788  -0.243
C 0.58656 -0.15620 1.04601  -0.571
H -1.24736 -1.05659 -1.01653  0.099
H 0.90251 -1.18392 -1.30282  0.175
H -0.51484 -0.38603 -2.68087  0.071
H 0.67839 1.22050 -1.24728  0.145
H -1.19991 0.10278 0.75613  0.127
H -0.55195 1.80787 0.69737  0.174
H 0.64824 -0.58626 3.22277  0.279
N -0.34255 0.84187 -1.09549  -0.133
O 0.12447 -0.07875 2.30213  0.008
O 1.58879 -0.64715 0.50875  0.045

Summary:
Gap between HOMO and LUMO = 9.359 eV
HOMO = -0.33659 Eh
Lowest unoccupied orbital energy = 0.200 eV

=====

A structure of composition C3H7NO2, computed with wB97M-V/def2-TZVPD.

Last column: Löwdin charge in e.
Element x y z (Å)
C -1.25451 -0.14301 -0.83522  -0.070
C -0.77388 1.14704 -0.51306  -0.061
C 1.24950 0.60785 1.43884  -0.147
O 0.28306 -0.98494 -0.55448  -0.290
O 0.46302 -2.32820 -0.07236  -0.071
N 1.14008 0.89070 0.21910  0.048
H 1.15761 -2.61944 -0.68841  0.088
H -1.90028 -0.64994 -0.12652  0.101
H -1.42435 -0.37012 -1.88222  0.097
H -1.19743 1.66053 0.34209  0.081
H -0.39877 1.76694 -1.31761  0.079
H 2.14032 0.97763 1.96609  0.070
H 0.51563 0.04497 2.02376  0.075

Summary:
Gap between HOMO and LUMO (spin up / spin down) = 8.426 / 8.426 eV
HOMO (spin up / spin down) = -0.31219 / -0.31207 Eh
Lowest unoccupied orbital energy (spin up / spin down) = -0.069 / -0.066 eV

=====

An isolated molecule of C3H7NO2, computed with wB97M-V/def2-TZVPD.

Last column: Löwdin charge in e.
Element x y z (Å)
C 2.01199 0.23046 -0.21868  -0.066
N 0.58822 0.01949 -0.33570  0.004
C -0.25222 -0.00448 0.72915  -0.490
O 0.06761 0.23525 1.88267  0.048
C -1.68480 -0.38926 0.34584  -0.165
O -1.97100 -0.15884 -1.02185  -0.069
H 2.34027 1.06470 -0.84796  0.082
H 2.22916 0.46042 0.82560  0.083
H 2.56466 -0.66968 -0.51003  0.085
H 0.18869 -0.24544 -1.22413  0.128
H -2.37149 0.12512 1.02945  0.128
H -1.81151 -1.46463 0.50805  0.133
H -1.89959 0.79689 -1.16241  0.101

Summary:
Gap between HOMO and LUMO = 10.379 eV
HOMO = -0.35561 Eh
Lowest unoccupied orbital energy = 0.702 eV

=====

An isolated molecule of C3H7NO2, computed with wB97M-V/def2-TZVPD.

Last column: Löwdin charge in e.
Element x y z (Å)
C -1.40044 -1.14863 0.56610  -0.107
O -1.22223 0.22916 0.32030  -0.177
C -0.38866 0.57901 -0.77430  -0.154
C 1.08687 0.63097 -0.52919  -0.557
N 1.64833 0.73074 0.68444  0.190
O 1.72587 0.47991 -1.56777  0.015
H -0.45055 -1.64437 0.80705  0.087
H -1.84885 -1.62692 -0.31085  0.090
H -2.07997 -1.26015 1.42086  0.090
H -0.77119 1.54100 -1.11863  0.133
H -0.04392 0.04023 -1.75018  0.163
H 2.63953 0.55646 0.73785  0.117
H 1.10521 0.89258 1.51434  0.109

Summary:
Gap between HOMO and LUMO = 10.570 eV
HOMO = -0.35755 Eh
Lowest unoccupied orbital energy = 0.841 eV

=====

An isolated molecule of C3H7NO2, computed with wB97M-V/def2-TZVPD.

Last column: Löwdin charge in e.
Element x y z (Å)
C -1.63053 0.23485 -0.41033  -0.037
C -0.39920 -0.18087 0.40452  -0.369
O -0.28669 -1.57006 0.57756  -0.021
C 0.89237 0.56980 -0.02922  -0.462
N 2.10122 -0.00690 -0.39873  0.151
O 0.86360 1.76384 0.20480  0.048
H -1.64826 1.32023 -0.54527  0.083
H -2.54861 -0.05979 0.11288  0.085
H -1.63872 -0.24284 -1.39763  0.081
H -0.54222 0.21814 1.41707  0.152
H -0.23335 -1.97588 -0.29367  0.090
H 2.27698 -0.68937 -1.12396  0.097
H 2.84567 0.67177 -0.29631  0.100

Summary:
Gap between HOMO and LUMO = 10.327 eV
HOMO = -0.35626 Eh
Lowest unoccupied orbital energy = 0.632 eV

=====

The ion C3H7NO2P with charge -1, computed with wB97M-V/def2-TZVPD.

Last column: Löwdin charge in e.
Element x y z (Å)
O 2.81480 0.38184 1.29515  -0.435
P 2.18928 -0.03341 -0.01030  0.261
O 2.99466 -0.61064 -1.07307  -0.386
C 0.65732 -1.10589 0.50213  -0.252
C -0.53172 -0.30102 -0.06098  -0.284
C -0.15658 1.17700 0.04894  -0.317
N 1.16904 1.29083 -0.57569  -0.142
H 0.59212 -1.35419 1.57248  0.062
H 0.83501 -2.01126 -0.16577  0.069
H -1.40772 -0.50966 0.57560  0.087
H -0.52100 -0.47490 -1.19588  0.121
H -0.82941 1.77520 -0.49283  0.070
H -0.25733 1.51716 1.09012  0.105
H 1.16876 1.34484 -1.56562  0.042

Summary:
Gap between HOMO and LUMO = 8.449 eV
HOMO = -0.15977 Eh
Lowest unoccupied orbital energy = 4.102 eV
Charge = -1

=====

A structure of composition C3H7NO2S, computed with wB97M-V/def2-TZVPD.

Last column: Löwdin charge in e.
Element x y z (Å)
C 1.87274 0.11357 -0.66205  -0.157
C 0.20106 1.21575 0.33332  -0.536
C -2.27693 -0.23773 0.00340  -0.488
H 2.02560 -0.35289 0.57866  0.141
H 2.57804 1.00620 -0.69208  0.070
H 2.29687 -0.78952 -1.57883  0.168
H 0.52080 2.22040 0.17047  0.054
H 0.81849 0.76349 1.24607  0.106
H -3.35683 -0.10411 -0.47049  0.105
H -0.82337 -2.56597 0.97358  0.172
N -1.91322 -1.43908 -0.05985  -0.119
O 0.44502 0.39856 -0.84120  -0.293
O -0.75239 -1.62917 0.51765  -0.113
S -1.63590 1.40050 0.48135  0.891

Summary:
Gap between HOMO and LUMO = 9.505 eV
HOMO = -0.32502 Eh
Lowest unoccupied orbital energy = 0.661 eV

=====

An isolated molecule of C3H7NO2S, computed with wB97M-V/def2-TZVPD.

Last column: Löwdin charge in e.
Element x y z (Å)
O 2.22580 -0.24305 -0.51554  0.085
C 1.33846 -0.46204 -1.30928  -0.634
O 1.37811 -1.50092 -2.16805  0.108
N 0.18962 0.25838 -1.37762  0.059
C -0.37377 0.91713 -0.21095  -0.262
C -0.60579 -0.06159 0.94017  -0.558
S -1.78654 0.65630 2.12034  0.704
H 2.26371 -1.88337 -2.04911  0.129
H -0.41637 0.00646 -2.14545  0.144
H -1.30762 1.36996 -0.52765  0.106
H 0.32649 1.67523 0.13211  0.121
H 0.34949 -0.28842 1.40262  0.068
H -1.00324 -0.98012 0.51074  0.081
H -2.33355 -0.51437 2.46606  -0.152

Summary:
Gap between HOMO and LUMO = 9.890 eV
HOMO = -0.33842 Eh
Lowest unoccupied orbital energy = 0.681 eV

=====

An isolated molecule of C3H7NO2S2, computed with wB97M-V/def2-TZVPD.

Last column: Löwdin charge in e.
Element x y z (Å)
C -0.30883 0.20689 0.84089  -0.239
C -1.28312 -0.18739 -0.26934  -0.287
C 1.36041 -0.41987 -0.64409  -0.258
N 0.95015 0.59063 0.23325  -0.102
O -0.67666 -0.47587 -4.55827  -0.707
O -0.31917 -2.41542 -1.46222  -0.441
S -1.14945 0.07529 -3.26512  0.600
S -0.24732 -0.97128 -1.57398  0.680
H -0.68856 1.02812 1.44874  0.124
H -0.11567 -0.65244 1.48838  0.125
H -2.02949 -0.91243 0.03585  0.102
H -1.75393 0.67506 -0.73352  0.065
H 2.09875 -0.10462 -1.37173  0.106
H 1.66367 -1.32670 -0.12435  0.105
H 0.88294 1.49443 -0.22268  0.126

Summary:
Gap between HOMO and LUMO = 7.726 eV
HOMO = -0.28437 Eh
Lowest unoccupied orbital energy = -0.012 eV

=====

A cluster of 2 separate species, C3H7NO3 in total, computed with wB97M-V/def2-TZVPD.

Last column: Löwdin charge in e.
Element x y z (Å)
H -0.70580 -0.96169 1.22019  0.078
N -0.76303 -0.86468 0.20774  0.090
C 0.33197 -1.01192 -0.41999  -0.273
C 1.66166 -1.36996 0.14292  -0.066
H 0.29835 -0.81020 -1.48289  0.117
H 2.00002 -2.30732 -0.30777  0.080
H 1.63183 -1.47504 1.22961  0.077
H 2.38764 -0.60034 -0.13490  0.082
O -1.60332 1.28214 -1.55224  0.114
C -1.14556 1.28012 -0.44774  -0.641
O -1.86255 1.53501 0.67593  0.080
O 0.23052 1.75916 -0.25254  0.030
H -2.80510 1.50863 0.45259  0.133
H 0.34338 2.03609 0.66910  0.099

Summary:
Gap between HOMO and LUMO = 10.775 eV
HOMO = -0.37353 Eh
Lowest unoccupied orbital energy = 0.610 eV

=====

A cluster of 2 separate species, C3H7NO3 in total, computed with wB97M-V/def2-TZVPD.

Last column: Löwdin charge in e.
Element x y z (Å)
O 0.88290 -1.73257 -0.49680  0.016
C 0.56860 -0.69031 -1.08513  -0.649
O 1.26221 -0.24540 -2.16572  0.089
O -0.85540 -0.47336 -1.38258  -0.009
H 2.01972 -0.84836 -2.24675  0.130
H -1.30672 -1.21562 -0.94257  0.099
C 0.76407 0.78170 0.52375  -0.056
C -0.59406 0.94769 0.79646  -0.241
N -1.28929 0.09216 1.55943  0.101
H 1.26928 1.57740 -0.01347  0.074
H 1.37477 0.32093 1.29597  0.082
H -1.16364 1.73643 0.31317  0.126
H -0.73236 -0.66114 1.97129  0.126
H -2.20007 0.41043 1.87296  0.112

Summary:
Gap between HOMO and LUMO = 8.909 eV
HOMO = -0.30666 Eh
Lowest unoccupied orbital energy = 0.564 eV

=====

In the order shown, the computed molar mass values come out to 89.1, 89.1, 89.1, 89.1, 89.1, 89.1, 120.1, 121.2, 121.2, 153.2, 105.1, 105.1 g/mol.